C3H4O2S | the ωB97M-V functional and the def2-TZVPD basis

Structure (ORCA input):
```
! wB97M-V def2-TZVPD RIJCOSX def2/J DEFGRID3
* xyz 0 1
C 0.633 0.732 0.517
C 1.414 -0.069 0.902
C 2.161 -1.285 0.574
O -2.620 1.278 -2.295
O -3.749 2.117 -0.214
S -3.174 0.979 -0.980
H -1.559 0.948 -0.104
H 1.976 -1.380 -0.555
H 1.674 -2.075 1.204
H 3.244 -1.243 0.950
*
```

The calculation puts the frontier orbital gap (alpha / beta) at 6.88 / 7.93 eV. For the energy relative to the best compared isomer or geometry (same formula, charge and spin), the calculation gives 8.772 eV. As for the HOMO energy (alpha / beta): -10.04 / -10.86 eV. The energy comes out at -665.06326 hartree.

Results of the Mulliken charge analysis, in e, for atoms 1 through 6:
1. C 0.01
2. C -0.12
3. C -0.65
4. O -0.38
5. O -0.39
6. S 0.62


C3H4O2S | the ωB97M-V functional and the def2-TZVPD basis

Structure (ORCA input):
```
! wB97M-V def2-TZVPD RIJCOSX def2/J DEFGRID3
* xyz 0 1
C -2.091 0.081 0.049
C 0.750 -0.230 -0.667
C 0.746 0.810 0.321
O -2.364 0.019 -1.063
O -1.823 0.042 1.189
S 1.197 -1.807 -0.114
H 1.728 1.200 0.419
H 0.361 0.428 1.216
H 0.313 1.712 -0.019
H 1.182 -2.256 -1.332
*
```

The calculation puts the frontier orbital gap at 8.29 eV. For the energy relative to the best compared isomer or geometry (same formula, charge and spin), the calculation gives 2.585 eV. As for the HOMO energy: -8.29 eV. The energy comes out at -665.29064 hartree.

Results of the Mulliken charge analysis, in e, for atoms 1 through 6:
1. C 0.77
2. C -0.20
3. C -1.01
4. O -0.32
5. O -0.43
6. S -0.07


C3H4O2S | the ωB97M-V functional and the def2-TZVPD basis

Structure (ORCA input):
```
! wB97M-V def2-TZVPD RIJCOSX def2/J DEFGRID3
* xyz 0 1
C 0.096 -0.787 0.161
C -0.764 0.026 -0.798
C -1.253 -0.199 0.542
O 3.273 0.486 -0.364
O 1.344 -0.613 0.839
S 1.956 0.825 0.113
H -0.350 0.997 -0.893
H -1.172 -0.301 -1.654
H -2.055 -0.832 0.701
H -1.075 0.398 1.353
*
```

The calculation puts the frontier orbital gap (alpha / beta) at 8.75 / 7.66 eV. For the energy relative to the best compared isomer or geometry (same formula, charge and spin), the calculation gives 5.635 eV. As for the HOMO energy (alpha / beta): -8.99 / -8.62 eV. The energy comes out at -665.17855 hartree.

Results of the Mulliken charge analysis, in e, for atoms 1 through 6:
1. C 0.27
2. C -0.63
3. C -0.40
4. O -0.41
5. O -0.30
6. S 0.48


C3H4O2S | the ωB97M-V functional and the def2-TZVPD basis

Structure (ORCA input):
```
! wB97M-V def2-TZVPD RIJCOSX def2/J DEFGRID3
* xyz 0 1
O -1.523 -0.467 -0.277
C -0.533 0.108 0.118
S -0.552 1.123 1.629
C 0.783 -0.062 -0.624
C 0.851 -0.734 -1.922
O 1.346 -1.349 -0.693
H 0.594 1.740 1.481
H 1.558 0.694 -0.304
H 1.567 -0.558 -2.706
H -0.072 -1.192 -2.196
*
```

The calculation puts the frontier orbital gap at 10.68 eV. For the energy relative to the best compared isomer or geometry (same formula, charge and spin), the calculation gives 1.816 eV. As for the HOMO energy: -10.15 eV. The energy comes out at -665.31889 hartree.

Results of the Mulliken charge analysis, in e, for atoms 1 through 6:
1. O -0.49
2. C 0.53
3. S -0.19
4. C 0.11
5. C -0.35
6. O -0.39